Below is C44H33N13OSn as an isolated structure, with properties calculated with ωB97M-V/def2-TZVPD.

Calculated values
**Calculated total energy**: -2697.85244 Ha
**LUMO level**: 4.00 eV
**HOMO-LUMO gap**: 4.7 eV
**HOMO**: -0.67 eV
**Charge**: -2

Each line ends with the Löwdin charge.
Positions of all 92 atoms, in Å:
Sn 0.13703 0.31382 -0.29758  1.167
C -6.78969 1.57387 -0.25531  -0.134
C -6.54732 1.85605 -1.62273  -0.132
C -5.31452 1.65367 -2.19238  -0.044
C -4.27328 1.16316 -1.38461  -0.123
C -2.92235 0.80436 -1.62734  -0.306
N -2.38812 0.73282 -2.86408  0.206
C -1.34865 0.04069 -3.16096  -0.313
C -0.93638 -0.33023 -4.50658  -0.096
C -1.28885 0.12225 -5.77253  -0.026
C -0.74119 -0.51910 -6.86952  -0.113
C 0.12613 -1.60896 -6.72103  -0.116
C 0.45815 -2.07937 -5.46077  -0.034
C -0.07172 -1.42112 -4.36114  -0.102
C 0.03198 -1.67153 -2.91796  -0.289
N 0.62450 -2.80399 -2.42976  0.178
C 0.24194 -3.23810 -1.25532  -0.302
N -0.57452 -2.66056 -0.35676  0.124
C -0.86544 -3.54706 0.61591  -0.308
N -1.68128 -3.35041 1.60802  0.180
C -1.97777 -2.05551 1.89300  -0.302
N -1.11357 -1.15351 2.24158  0.148
C -1.90842 -0.02660 2.55942  -0.297
N -3.16932 -0.04221 1.83864  0.065
C -3.29626 0.37040 0.48462  -0.244
N -2.36052 0.34828 -0.44608  0.083
C -4.52569 0.87074 -0.02088  -0.117
C -5.78975 1.07985 0.54726  -0.042
C -2.04542 0.69748 3.64027  0.083
C -2.97473 1.04141 4.52389  -0.119
C -4.14900 0.21587 4.80139  -0.109
C -4.65466 -0.90503 4.22377  -0.100
C -4.09276 -1.78664 3.20981  -0.027
C -3.33845 -1.43706 2.15518  -0.113
C -0.14770 -4.83228 0.36700  -0.096
C -0.08301 -6.02433 1.05527  -0.029
C 0.75848 -7.01381 0.54933  -0.108
C 1.50383 -6.79833 -0.60662  -0.105
C 1.42872 -5.58955 -1.29773  -0.023
C 0.59455 -4.61814 -0.78919  -0.093
N -0.62722 -0.75493 -2.25480  0.029
H -7.77708 1.75195 0.15608  0.077
H -7.35882 2.24332 -2.23023  0.079
H -5.13480 1.86824 -3.23756  0.098
H -1.96819 0.95623 -5.88361  0.106
H -0.98650 -0.17384 -7.86799  0.086
H 0.53560 -2.08843 -7.60294  0.083
H 1.11257 -2.93003 -5.32387  0.102
H -5.95963 0.85870 1.59431  0.098
H -2.94244 2.00000 5.03396  0.078
H -4.74569 0.58380 5.63407  0.081
H -5.53350 -1.30486 4.72739  0.082
H -4.13581 -2.84830 3.44025  0.107
H -0.66227 -6.17494 1.95659  0.105
H 0.84002 -7.96379 1.06496  0.087
H 2.15436 -7.58471 -0.97329  0.088
H 1.99909 -5.40661 -2.19778  0.106
N 2.04963 -1.31776 2.27591  0.143
C 3.13911 -0.97445 1.52104  -0.710
N 4.27932 -0.67838 2.26029  0.125
O 3.14155 -0.92920 0.30801  -0.024
H 2.00736 -0.88374 3.18538  0.080
H 1.16052 -1.23075 1.78956  -0.023
H 4.36712 -1.11696 3.16155  0.075
H 5.11403 -0.67579 1.69784  0.084
N 3.13502 3.81614 2.21671  0.061
C 3.08275 3.59053 3.57142  -0.138
C 2.27494 2.50110 3.71857  -0.186
N 1.83339 2.06326 2.49704  0.065
C 2.37475 2.86753 1.62258  -0.181
H 3.61850 4.54617 1.72235  0.139
H 3.59238 4.21718 4.27990  0.085
H 1.96418 2.02534 4.63257  0.081
H 2.24763 2.82641 0.55517  0.100
C -0.90884 4.23276 -0.36881  -0.074
C 0.48146 4.29388 -0.92195  -0.258
C 1.21562 5.46018 -0.90313  -0.120
C 2.53453 5.51749 -1.35874  -0.175
C 3.08961 4.34344 -1.86867  -0.125
C 2.39294 3.15168 -1.90714  -0.270
C 3.02581 1.89368 -2.42271  -0.074
C 1.05028 3.06600 -1.40657  -0.452
N 0.38438 1.93284 -1.35727  -0.195
H -1.25295 5.22179 -0.06017  0.059
H -0.95743 3.55858 0.49165  0.064
H -1.60489 3.81490 -1.09913  0.070
H 0.74637 6.35923 -0.50814  0.086
H 3.09346 6.44592 -1.35074  0.057
H 4.11031 4.35522 -2.24587  0.084
H 4.02558 2.09374 -2.81371  0.059
H 2.41576 1.44654 -3.21207  0.070
H 3.10095 1.13061 -1.64256  0.053



Below is C24H31N6OSSi2Tc as an isolated structure, with properties calculated with ωB97M-V/def2-TZVPD.

Calculated values
**Calculated total energy**: -2394.80368 Ha
**LUMO level (spin up / spin down)**: -3.57 / -4.08 eV
**Multiplicity**: 4
**HOMO-LUMO gap (spin up / spin down)**: 7.3 / 7.0 eV
**HOMO (spin up / spin down)**: -10.87 / -11.11 eV
**Expectation value of S²**: 3.777
**Charge**: +1

Each line ends with the Löwdin charge.
Positions of all 66 atoms, in Å:
Tc -0.54668 -0.61241 0.37352  0.965
C -3.27978 2.52431 1.96901  -0.011
C -2.34196 1.65390 1.20310  -0.266
N -1.96266 0.48387 1.58409  -0.118
N -2.41098 -0.01390 2.76964  0.009
C -2.12986 -1.28338 2.92949  -0.781
N -2.51955 -1.86651 4.07026  0.100
S -1.33085 -2.34776 1.76182  0.631
C -1.80779 2.07595 -0.10576  -0.212
C -2.17708 3.27467 -0.69303  0.011
C -1.68383 3.60437 -1.94569  -0.015
C -0.83327 2.72132 -2.58664  -0.012
C -0.49393 1.54323 -1.94633  -0.098
N -0.95643 1.22472 -0.73166  -0.018
H -3.57706 2.02683 2.88528  0.072
H -4.16899 2.74105 1.37407  0.099
H -2.80821 3.47860 2.21379  0.093
H -3.06945 -1.34382 4.73098  0.115
H -2.38934 -2.85294 4.20256  0.093
H -2.85468 3.93710 -0.17477  0.117
H -1.96787 4.53586 -2.41634  0.124
H -0.43226 2.92912 -3.56787  0.123
H 0.15888 0.82246 -2.42055  0.090
C 2.66640 0.44529 -0.75486  -0.199
Si 1.58754 -1.09558 -0.90620  0.484
C 2.56643 -2.53717 -0.20497  -0.189
C 1.20796 -1.37627 -2.72149  -0.349
C 2.06146 -1.09326 -3.78911  -0.086
C 1.64364 -1.30847 -5.09555  -0.073
C 0.37534 -1.81406 -5.34670  -0.073
C -0.47829 -2.11063 -4.29280  -0.081
C -0.07489 -1.88906 -2.97585  -0.327
Si -1.09463 -2.25846 -1.44338  0.437
C -0.97885 -4.08147 -1.04389  -0.221
C -2.89063 -1.78998 -1.74215  -0.211
H 3.49397 0.38030 -1.46646  0.035
H 3.10513 0.53185 0.24030  0.021
H 2.12294 1.36785 -0.97248  0.018
H 3.42172 -2.74087 -0.85422  0.044
H 1.97247 -3.44893 -0.14139  0.015
H 2.95418 -2.31235 0.78976  0.014
H 3.05522 -0.69784 -3.60907  0.101
H 2.30675 -1.08028 -5.92039  0.107
H 0.05324 -1.97757 -6.36723  0.108
H -1.46465 -2.50935 -4.50447  0.104
H -1.23794 -4.65043 -1.94073  0.043
H -1.67071 -4.36870 -0.25150  0.008
H 0.02803 -4.37675 -0.74863  0.018
H -3.29714 -2.39107 -2.56100  0.036
H -2.99048 -0.73874 -2.02154  0.018
H -3.49765 -1.97539 -0.85452  0.023
N 1.53560 4.12880 2.92840  0.170
C 2.54955 3.24499 3.18676  -0.495
O 3.67331 3.58358 3.47230  0.099
C 2.19980 1.78914 3.05233  -0.109
C 2.92743 0.85844 3.78434  0.033
C 2.63194 -0.48434 3.64183  -0.008
C 1.64683 -0.85938 2.74394  -0.144
N 0.97384 0.02825 2.00552  -0.056
C 1.23747 1.32787 2.17418  -0.092
H 1.74601 5.09408 3.13248  0.117
H 0.58600 3.84144 3.09640  0.096
H 3.70812 1.20593 4.44828  0.135
H 3.15938 -1.23881 4.20773  0.121
H 1.37941 -1.89722 2.59971  0.084
H 0.68239 2.01796 1.54736  0.111



Below is one molecule with the formula C2H4ClF3Si in a non-equilibrium geometry, with properties calculated with ωB97M-V/def2-TZVPD.

Calculated values
**Calculated total energy**: -1128.06013 Ha
**LUMO level**: 0.53 eV
**Structure (SMILES)**: C[C@@H](Cl)[Si](F)(F)F
**HOMO-LUMO gap**: 10.9 eV
**Relative energy (zero: lowest compared OMol25 entry of this formula, charge and spin)**: 2.0 kJ/mol
**HOMO**: -10.36 eV

Each line ends with the Löwdin charge.
Positions of all 11 atoms, in Å:
C 0.88390 -0.78582 1.01168  -0.205
C 0.73251 0.03511 -0.27257  -0.592
Cl 0.71264 -1.16120 -1.78128  0.417
Si -1.28683 0.88552 -0.58556  0.347
F -2.17451 -0.14596 -1.39101  -0.085
F -1.12530 2.38969 -1.11929  -0.088
F -2.09046 1.02938 0.77586  -0.079
H 1.10185 -1.86533 0.68894  0.073
H 1.76079 -0.34065 1.60640  0.094
H -0.02320 -0.78815 1.67604  0.072
H 1.50861 0.74740 -0.60922  0.046



Below is C24H24F9NO2P2Yb as an isolated structure in a non-equilibrium geometry, with properties calculated with ωB97M-V/def2-TZVPD.

Calculated values
**Calculated total energy**: -3873.91418 Ha
**LUMO level (spin up / spin down)**: -2.73 / -2.75 eV
**Multiplicity**: 2
**HOMO-LUMO gap (spin up / spin down)**: 6.1 / 6.7 eV
**Relative energy (zero: lowest compared OMol25 entry of this formula, charge and spin)**: 718.8 kJ/mol
**HOMO (spin up / spin down)**: -8.82 / -9.45 eV
**Expectation value of S²**: 0.752
**Charge**: +1

Each line ends with the Löwdin charge.
Positions of all 63 atoms, in Å:
C 4.11432 0.30607 -0.45536  -0.040
C 2.77966 0.68610 -0.57934  -0.213
C 1.89486 -0.22459 -1.22022  -0.205
C 2.39647 -1.28527 -1.98196  -0.089
C 3.73285 -1.63126 -1.86654  -0.019
C 4.58107 -0.86395 -1.06376  -0.061
C 1.39066 -2.10371 -2.89560  -0.204
C 0.15081 -1.18636 -3.19384  -0.093
C -0.15225 -0.14807 -2.30638  -0.196
C -1.11966 0.83203 -2.65433  -0.211
C -1.95011 0.56665 -3.74234  -0.038
C -1.75433 -0.57275 -4.52835  -0.062
C -0.67768 -1.42467 -4.27858  -0.019
H 4.79951 0.93847 0.11396  0.118
H 4.08210 -2.51222 -2.40664  0.126
H 5.62269 -1.16455 -0.93903  0.113
H 1.94494 -2.12799 -3.87684  0.205
H -2.75516 1.26556 -3.98017  0.118
H -2.42813 -0.78353 -5.36270  0.114
H -0.46192 -2.29188 -4.90492  0.126
N 0.50125 -0.11072 -1.06134  -0.150
Yb -0.31740 -0.54056 0.71794  1.199
C 2.30444 2.06884 -0.14373  -0.250
H 2.04645 2.68029 -1.02840  0.102
H 3.11462 2.58695 0.39720  0.098
C -1.17569 2.17344 -1.93428  -0.246
H -0.29113 2.78450 -2.19326  0.102
H -2.07198 2.73098 -2.25522  0.099
P 0.85082 2.18587 0.96258  0.765
P -1.24870 2.16682 -0.10617  0.766
C -2.47871 0.89177 0.29344  -0.256
H -2.54107 0.66395 1.37272  0.054
H -3.44368 1.31887 -0.01979  0.082
H -2.37023 -0.04354 -0.29127  0.052
C -2.03370 3.72432 0.36232  -0.229
H -3.03210 3.75379 -0.09715  0.064
H -2.13831 3.78108 1.45409  0.063
H -1.44755 4.58390 0.00976  0.062
C 1.19095 0.97650 2.27463  -0.251
H 1.96746 1.44284 2.90032  0.083
H 0.31734 0.76593 2.91658  0.055
H 1.63655 0.02786 1.91357  0.053
C 0.96436 3.79688 1.76866  -0.229
H 0.15994 3.90956 2.50798  0.062
H 1.93535 3.85364 2.28133  0.064
H 0.89569 4.61076 1.03389  0.063
C 0.88278 -3.14249 -2.02298  -0.257
O 0.37916 -3.27397 -0.97786  0.101
H 1.39698 -3.26279 -3.11428  0.122
F -3.63563 -2.19535 1.86544  0.167
C -2.39080 -2.71526 1.98540  -0.452
F -2.49354 -4.04543 2.17101  0.183
F -1.80131 -2.53715 0.72146  0.046
C -1.53556 -1.97625 3.05611  -0.329
O -1.35894 -0.67840 2.67626  -0.259
C -2.26982 -1.98086 4.45116  -0.484
F -2.49615 -3.25106 4.89737  0.152
F -1.53252 -1.33325 5.38513  0.158
F -3.46391 -1.34680 4.36786  0.159
C -0.14949 -2.67988 3.16656  -0.452
F -0.21191 -4.00282 3.41169  0.183
F 0.54429 -2.53490 1.95133  0.051
F 0.65070 -2.10196 4.09486  0.165



Below is C3H6N2O as an isolated structure, with properties calculated with ωB97M-V/def2-TZVPD.

Calculated values
**Calculated total energy**: -302.52526 Ha
**LUMO level**: -0.16 eV
**HOMO-LUMO gap**: 8.8 eV
**Relative energy (zero: lowest compared OMol25 entry of this formula, charge and spin)**: 440.7 kJ/mol
**HOMO**: -8.92 eV

Each line ends with the Löwdin charge.
Positions of all 12 atoms, in Å:
O 2.34537 0.38199 0.23818  0.050
C 1.16010 0.12839 0.20573  -0.622
N 0.31799 0.62733 -1.10640  0.060
C -0.72715 0.66167 -0.26586  -0.131
C -0.91740 -0.70656 0.34021  -0.198
N 0.47252 -1.11642 0.51086  0.028
H 0.65272 1.53999 -1.40235  0.120
H -1.50305 1.42895 -0.26682  0.136
H 0.35353 0.87333 0.99666  0.185
H -1.46007 -0.66058 1.28897  0.117
H -1.46045 -1.35626 -0.35619  0.129
H 0.76588 -1.80183 -0.18298  0.124



Below is a 2-piece molecular cluster, CH3O3S overall in a non-equilibrium geometry, with properties calculated with ωB97M-V/def2-TZVPD.

Calculated values
**Calculated total energy**: -663.76942 Ha
**LUMO level**: 3.30 eV
**HOMO-LUMO gap**: 4.7 eV
**Relative energy (zero: lowest compared OMol25 entry of this formula, charge and spin)**: 267.6 kJ/mol
**HOMO**: -1.42 eV
**Charge**: -1

Each line ends with the Löwdin charge.
Positions of all 8 atoms, in Å:
C -0.53347 -0.35832 2.18386  -0.112
O 0.81119 1.31929 -2.39469  -0.599
O 0.38526 -1.30824 -2.43630  -0.850
O -1.63722 -0.52999 2.74121  -0.063
S -0.32466 0.05136 -2.52919  0.461
H 0.39060 0.17220 2.64155  0.088
H -0.23424 -0.83442 1.24908  0.067
H 1.14256 1.48813 -1.45552  0.009



Below is a 7-piece molecular cluster, H14O6S overall in a non-equilibrium geometry, with properties calculated with ωB97M-V/def2-TZVPD.

Calculated values
**Calculated total energy**: -857.97724 Ha
**LUMO level (spin up / spin down)**: 2.91 / 2.97 eV
**Multiplicity**: 2
**HOMO-LUMO gap (spin up / spin down)**: 2.3 / 10.6 eV
**Relative energy (zero: lowest compared OMol25 entry of this formula, charge and spin)**: 49.7 kJ/mol
**HOMO (spin up / spin down)**: 0.59 / -7.65 eV
**Expectation value of S²**: 0.750
**Charge**: -1

Each line ends with the Löwdin charge.
Positions of all 21 atoms, in Å:
S 0.62030 7.20108 1.93523  0.335
H 0.93174 6.68314 3.13951  -0.233
H 0.09930 6.04103 1.47609  -0.223
H 0.84498 -0.15261 -3.04291  0.016
H 0.45876 1.01476 -2.42800  0.010
O 0.15510 0.51341 -3.22316  -0.163
H -1.85661 -0.96120 0.18312  -0.006
H -1.83623 -2.38173 -0.24495  0.022
O -1.80674 -1.86498 0.58023  -0.141
H -1.37479 0.92439 -0.88935  0.007
H -1.37655 0.12994 -2.14243  -0.001
O -1.85698 0.17967 -1.29116  -0.141
H 1.14337 -4.63417 -0.19694  -0.004
H 1.72519 -5.76204 -1.03887  0.023
O 1.27342 -4.90296 -1.10066  -0.139
H 1.39021 1.03030 0.17771  -0.019
H 0.39820 0.03416 0.87415  -0.029
O 0.55778 0.56013 0.06874  -0.219
H -0.27477 -1.26730 3.03208  0.027
H 0.41149 -1.50238 1.69400  0.002
O 0.37285 -0.88265 2.43758  -0.122



Below is a 2-piece molecular cluster, CH3Cl2PS2 overall in a non-equilibrium geometry, with properties calculated with ωB97M-V/def2-TZVPD.

Calculated values
**Calculated total energy**: -2097.95477 Ha
**LUMO level (spin up / spin down)**: -1.85 / -1.91 eV
**HOMO-LUMO gap (spin up / spin down)**: 7.0 / 6.9 eV
**Relative energy (zero: lowest compared OMol25 entry of this formula, charge and spin)**: 330.1 kJ/mol
**HOMO (spin up / spin down)**: -8.82 / -8.84 eV

Each line ends with the Löwdin charge.
Positions of all 9 atoms, in Å:
C -0.57907 1.43413 -0.42552  -0.441
P 0.76199 -1.22107 0.37339  -0.360
S -1.83390 -2.53195 0.39818  -0.125
S 0.46873 0.85162 0.93080  0.471
Cl 1.72869 -2.18819 1.82601  0.207
Cl 1.90452 -1.09965 -1.22224  0.226
H -1.36576 0.78375 -0.51839  -0.011
H -0.19233 1.66948 -1.39041  0.042
H -0.89288 2.30189 0.02817  -0.008



Copy entry 3 word for word.
Below is one molecule with the formula C2H4ClF3Si in a non-equilibrium geometry, with properties calculated with ωB97M-V/def2-TZVPD.

Calculated values
**Calculated total energy**: -1128.06013 Ha
**LUMO level**: 0.53 eV
**Structure (SMILES)**: C[C@@H](Cl)[Si](F)(F)F
**HOMO-LUMO gap**: 10.9 eV
**Relative energy (zero: lowest compared OMol25 entry of this formula, charge and spin)**: 2.0 kJ/mol
**HOMO**: -10.36 eV

Each line ends with the Löwdin charge.
Positions of all 11 atoms, in Å:
C 0.88390 -0.78582 1.01168  -0.205
C 0.73251 0.03511 -0.27257  -0.592
Cl 0.71264 -1.16120 -1.78128  0.417
Si -1.28683 0.88552 -0.58556  0.347
F -2.17451 -0.14596 -1.39101  -0.085
F -1.12530 2.38969 -1.11929  -0.088
F -2.09046 1.02938 0.77586  -0.079
H 1.10185 -1.86533 0.68894  0.073
H 1.76079 -0.34065 1.60640  0.094
H -0.02320 -0.78815 1.67604  0.072
H 1.50861 0.74740 -0.60922  0.046